No. 1
Entry from the OMol25 dataset: a 2-piece molecular cluster, C7H16ClN2Si overall at a distorted geometry (wB97M-V/def2-TZVPD).

Its total charge is +1. As for the multiplicity: 1. The calculation puts the HOMO energy at -13.25 eV. The largest force on an atom is 4.33 eV/A. The calculation puts the gap between HOMO and LUMO at 8.579 eV. The value obtained for the energy relative to the best compared isomer or geometry (same formula, charge and spin) is 0.772 eV.

Cartesian coordinates (Å):
C 2.98719 -0.13798 1.39059
C 1.67146 -0.21512 1.34542
C 3.80081 -0.26566 0.14700
C 1.73895 -0.43489 -0.98916
C -2.90675 -0.22400 -1.63929
C -3.52348 0.54484 1.33861
C -0.72207 0.79182 0.02792
N 3.04831 -1.13290 -0.70419
N 0.89173 -0.51539 0.23702
Si -2.29163 -0.29666 0.12943
Cl -1.64845 -2.06478 0.85986
H 3.40572 0.05157 2.40739
H 1.02327 -0.05982 2.17115
H 3.92849 0.74909 -0.24238
H 4.84975 -0.67040 0.46060
H 1.93266 0.69901 -1.14246
H 1.39844 -0.88287 -1.89510
H -2.63391 0.77289 -1.86936
H -2.38090 -0.92518 -2.24153
H -4.02815 -0.36214 -1.49462
H -3.26170 1.54176 1.49421
H -4.52678 0.51356 0.91830
H -3.71062 0.10538 2.30294
H -0.59514 1.25593 1.01170
H -0.43152 1.49296 -0.79221
H 3.58687 -1.41392 -1.59045
H 0.28236 -1.35713 0.30911

Cartesian forces, eV/Å:
C 0.070 0.695 1.133
C -0.498 0.047 1.635
C 2.310 -0.748 1.902
C 2.692 0.950 0.110
C -1.634 -0.954 2.688
C -0.124 -1.877 -1.019
C 2.320 -0.928 1.098
N -0.425 0.009 -2.316
N -2.319 1.156 -3.468
Si -1.105 1.447 -0.405
Cl -0.052 -1.019 0.296
H -0.098 0.014 -1.175
H 0.025 -0.049 1.142
H 0.306 0.084 -0.238
H -1.862 0.504 -0.956
H -0.430 -1.695 0.095
H -1.168 -0.217 -0.245
H -0.155 1.109 -0.727
H -0.044 -0.600 -0.798
H 1.402 0.088 -1.057
H 0.419 1.836 0.196
H -0.011 0.187 -0.516
H 0.621 -0.483 0.491
H 0.395 0.159 -0.262
H -0.122 -0.947 0.586
H -1.426 0.777 1.696
H 0.912 0.453 0.114

Partial charges, Löwdin, in e:
1. C -0.030
2. C -0.148
3. C -0.248
4. C -0.149
5. C -0.174
6. C -0.160
7. C 0.026
8. N -0.052
9. N -0.044
10. Si 0.156
11. Cl 0.482
12. H 0.141
13. H 0.115
14. H 0.118
15. H 0.163
16. H 0.154
17. H 0.121
18. H 0.015
19. H 0.027
20. H 0.073
21. H 0.008
22. H 0.041
23. H 0.036
24. H 0.052
25. H 0.083
26. H 0.163
27. H 0.029

=====

No. 2
Entry from the OMol25 dataset: C14H19BrOSn as an isolated structure at a distorted geometry (wB97M-V/def2-TZVPD).

Its total charge is 0. As for the multiplicity: 1. The calculation puts the HOMO energy (spin up / spin down) at -8.10 / -7.14 eV. The largest force on an atom is 2.98 eV/A. The calculation puts the gap between HOMO and LUMO (spin up / spin down) at 6.375 / 5.455 eV. The value obtained for the energy relative to the best compared isomer or geometry (same formula, charge and spin) is 1.003 eV.

Cartesian coordinates (Å):
C -1.44998 -0.90647 -1.90229
C -1.57159 -1.93623 -0.96814
C -2.24128 -1.39476 0.22687
H -1.20149 -2.94212 -1.06491
C -2.47575 0.01656 -0.05839
C -2.03690 0.28774 -1.35400
H -2.18719 1.21926 -1.92224
H -1.01556 -0.96892 -2.90221
H -2.67601 -1.93887 1.04651
H -2.95093 0.73354 0.61533
Sn -0.21591 -1.61880 1.46802
Br 1.57404 -3.51454 1.78726
C 2.24692 1.49564 0.15865
C 1.56449 2.32244 -0.78718
C 1.42270 1.58993 -1.99985
H 1.10570 3.28178 -0.53619
C 2.05076 0.31599 -1.82736
C 2.54543 0.26206 -0.49909
H 2.94667 -0.64442 0.00577
H 2.37416 1.66814 1.22864
H 0.88911 1.91012 -2.88944
H 1.98477 -0.54337 -2.50813
C -0.65438 1.53701 4.10156
C -0.08415 0.17861 3.61068
C 1.37532 -0.02862 4.06402
C -0.97560 -1.00753 4.07006
O -0.09454 0.25024 2.15478
H -0.66788 1.57016 5.18888
H -1.66912 1.66653 3.70515
H -0.03772 2.34940 3.69962
H 1.46552 -0.01576 5.15558
H 1.76359 -0.98951 3.69342
H 2.00492 0.76236 3.63710
H -1.98196 -0.90088 3.64208
H -0.54263 -1.97785 3.73682
H -1.05213 -1.08148 5.15957

Cartesian forces, eV/Å:
C -0.177 -0.463 0.614
C 0.041 0.777 -0.598
C 0.498 1.593 -0.761
H -0.124 -0.210 -0.144
C -0.159 -0.333 -0.277
C -0.301 -0.333 0.418
H 0.270 -0.501 0.580
H -0.088 -0.134 0.461
H -0.630 -0.289 -0.172
H 0.176 -0.390 -0.258
Sn -0.017 0.362 -1.288
Br 0.387 -0.069 0.105
C -0.425 -0.537 -0.645
C -0.727 -0.347 -1.479
C -0.216 2.360 1.813
H 0.313 -0.335 -0.342
C 0.782 -1.555 2.292
C -0.194 -1.398 -0.940
H -0.123 0.892 -0.588
H 0.049 0.139 -0.491
H 0.153 0.036 0.210
H 0.243 0.608 0.277
C 0.197 -0.736 -0.547
C 0.219 0.593 -0.281
C -0.266 0.055 -0.101
C 0.167 0.350 0.018
O 0.165 -0.370 1.029
H -0.025 0.109 0.087
H 0.174 -0.050 0.167
H -0.065 -0.184 0.174
H 0.007 0.004 -0.131
H -0.113 0.170 0.129
H -0.183 -0.115 0.169
H 0.128 -0.013 0.174
H -0.131 0.259 0.454
H -0.008 0.054 -0.130

Partial charges, Löwdin, in e:
1. C -0.122
2. C -0.213
3. C -0.333
4. H 0.085
5. C -0.140
6. C -0.105
7. H 0.106
8. H 0.099
9. H 0.067
10. H 0.101
11. Sn 1.085
12. Br -0.073
13. C -0.064
14. C -0.103
15. C -0.087
16. H 0.092
17. C -0.087
18. C -0.133
19. H 0.091
20. H 0.098
21. H 0.097
22. H 0.106
23. C -0.026
24. C -0.705
25. C -0.042
26. C -0.096
27. O -0.384
28. H 0.082
29. H 0.085
30. H 0.087
31. H 0.090
32. H 0.049
33. H 0.083
34. H 0.087
35. H 0.022
36. H 0.102

=====

No. 3
Entry from the OMol25 dataset: a 3-piece molecular cluster, C20H56BClN6O6P3S2 overall at a distorted geometry (wB97M-V/def2-TZVPD).

Its total charge is -1. As for the multiplicity: 1. The calculation puts the HOMO energy at -3.85 eV. The largest force on an atom is 5.62 eV/A. The calculation puts the gap between HOMO and LUMO at 6.169 eV.

Cartesian coordinates (Å):
C 4.02530 -6.14673 0.97426
C 2.69268 -6.38853 1.68290
P 1.36925 -5.06638 1.51120
C 0.14298 -5.83758 0.34483
B 2.08233 -3.52081 0.52781
C 3.21541 -2.68157 1.34444
C 4.10915 -1.82063 0.41113
C 5.55449 -2.29983 0.33075
C 5.77278 -3.44981 -0.67516
S 5.84119 -2.84110 -2.34328
O 6.70909 -1.71233 -2.46213
O 4.51121 -2.69630 -2.83775
Cl 6.62447 -4.46078 -3.35777
S 0.61834 -2.30123 0.26563
C -0.32933 -2.71721 -1.20832
O 1.07559 -0.91558 0.08620
O -0.24628 -2.39328 1.44568
H 3.92039 -6.11265 -0.11057
H 4.69462 -6.99184 1.18557
H 4.54805 -5.25631 1.32171
H 2.27111 -7.29904 1.24548
H 2.84332 -6.58146 2.74392
H 0.42670 -5.61561 -0.68985
H -0.85766 -5.44772 0.52515
H 0.11229 -6.92340 0.45217
H 2.47814 -3.86642 -0.57883
H 3.79502 -3.30332 2.03295
H 2.67076 -1.96844 1.97248
H 4.11106 -0.79344 0.78362
H 3.65421 -1.78093 -0.57796
H 6.15942 -1.46586 -0.04344
H 5.98598 -2.56444 1.29609
H 6.69546 -3.97314 -0.43209
H 4.91119 -4.11625 -0.63799
H 0.12852 -3.54636 -1.74028
H -0.37702 -1.82488 -1.82872
H -1.34437 -2.97170 -0.90925
O -4.51845 -1.92226 -0.82706
P -5.08285 -0.68698 -0.21759
N -5.39176 0.25580 -1.62588
C -5.37411 1.69881 -1.70249
C -6.27405 -0.35988 -2.60735
N -3.73591 -0.12486 0.69086
C -3.00660 1.07672 0.30485
C -2.73782 -1.16502 0.99128
N -6.19660 0.04641 0.81695
C -7.61072 -0.12558 0.50350
C -5.92485 0.96887 1.90286
H -6.19357 2.19125 -1.15175
H -5.46255 2.00511 -2.74661
H -4.43211 2.11528 -1.36284
H -7.32671 -0.37924 -2.28798
H -5.96273 -1.38756 -2.79720
H -6.22342 0.17149 -3.55934
H -2.57613 1.01023 -0.70225
H -2.18450 1.24947 0.99883
H -3.62051 1.97765 0.36798
H -2.09693 -1.36323 0.13798
H -3.20088 -2.09888 1.29977
H -2.09867 -0.83836 1.80846
H -7.97820 0.64512 -0.18621
H -8.22244 -0.08075 1.40589
H -7.79312 -1.10101 0.04872
H -5.79056 1.99135 1.53518
H -5.05277 0.67431 2.47657
H -6.76582 0.97833 2.60262
O -0.61329 3.20762 -0.05621
P 0.57002 4.08395 -0.25455
N 1.82076 3.19375 0.47404
C 2.98961 3.74429 1.11978
C 2.05341 1.85077 -0.08314
N 0.05498 5.45707 0.70431
C 0.71254 5.79359 1.95257
C -1.38802 5.49797 0.92797
N 1.49431 5.05653 -1.27443
C 2.20182 4.37638 -2.35830
C 1.81563 6.46293 -1.13370
H 3.69741 4.23824 0.43244
H 3.53447 2.93897 1.61292
H 2.73726 4.44224 1.91185
H 2.53306 1.89641 -1.07015
H 1.12105 1.30445 -0.18790
H 2.68434 1.25415 0.57185
H 0.67324 4.97929 2.68972
H 0.23229 6.66989 2.39686
H 1.75272 6.08652 1.80578
H -1.71260 4.80655 1.71513
H -1.94092 5.26176 0.02296
H -1.67510 6.50983 1.23229
H 3.19031 4.02216 -2.04519
H 2.34056 5.04023 -3.21271
H 1.63346 3.51678 -2.71577
H 2.65838 6.61375 -0.45040
H 0.96548 7.04443 -0.79317
H 2.10228 6.87977 -2.10316

Cartesian forces, eV/Å:
C 0.380 -0.619 0.288
C 0.012 0.241 -1.039
P -0.745 0.159 1.267
C 0.497 0.027 -0.461
B 0.675 -0.652 -0.533
C -0.640 0.534 -0.364
C -0.120 -0.281 0.859
C 0.234 0.828 -1.197
C -0.075 -0.107 0.939
S -1.078 0.697 0.201
O 0.672 -0.441 -0.044
O -0.029 -0.271 -0.182
Cl 0.229 0.098 0.097
S 0.233 0.512 1.415
C -0.318 0.073 -0.009
O 0.322 -0.249 -0.786
O -0.295 -0.603 -0.364
H -0.155 0.203 0.010
H 0.070 0.051 -0.045
H -0.157 0.120 -0.041
H -0.092 -0.051 0.189
H 0.058 0.082 0.025
H -0.146 -0.126 -0.066
H 0.033 0.095 0.060
H -0.008 0.007 0.139
H -0.086 0.121 -0.079
H 0.127 -0.005 -0.091
H 0.060 -0.166 0.248
H 0.101 0.025 -0.049
H 0.122 0.044 -0.080
H 0.147 -0.016 0.201
H -0.216 -0.241 0.049
H 0.037 -0.122 -0.356
H 0.132 -0.202 -0.235
H 0.119 0.030 0.020
H 0.168 -0.009 -0.047
H 0.057 -0.174 0.064
O -2.676 -1.478 0.901
P 4.149 3.748 -0.555
N -0.029 -0.317 -0.436
C -0.328 0.265 0.322
C 0.149 -0.401 -0.039
N 0.113 -0.019 -0.227
C -0.198 0.399 0.145
C -0.260 -0.062 0.077
N -1.263 -1.833 -0.008
C -0.031 0.145 -0.262
C 0.122 -0.084 0.457
H 0.015 -0.004 0.016
H -0.105 -0.137 -0.035
H -0.071 -0.058 0.094
H -0.028 0.076 -0.117
H 0.001 -0.008 0.108
H 0.062 0.095 0.050
H 0.036 0.029 0.035
H 0.064 -0.180 -0.027
H -0.066 -0.077 -0.011
H -0.015 0.020 -0.036
H -0.047 0.004 -0.084
H -0.034 0.168 -0.035
H -0.023 0.006 0.025
H 0.088 -0.024 0.063
H 0.023 0.026 -0.071
H 0.068 -0.004 0.007
H 0.139 0.039 -0.202
H -0.121 -0.071 -0.161
O -0.078 -0.367 -3.068
P 1.126 1.852 4.947
N -0.158 -0.554 0.071
C 0.315 0.359 -0.325
C -0.452 -0.014 -0.192
N -0.042 -0.160 0.233
C 0.344 0.233 -0.011
C -0.189 -0.011 -0.032
N -0.860 -0.922 -1.707
C 0.209 -0.194 0.125
C -0.247 0.361 -0.126
H -0.016 0.011 0.007
H -0.049 -0.123 -0.137
H -0.013 0.031 -0.115
H 0.130 -0.076 0.073
H -0.029 0.059 0.021
H -0.033 0.097 0.129
H 0.020 0.022 0.013
H -0.145 -0.055 -0.050
H -0.019 -0.074 -0.080
H -0.028 -0.055 -0.058
H 0.044 -0.077 0.000
H 0.140 0.034 0.013
H 0.007 0.012 -0.017
H -0.094 0.070 0.040
H 0.031 -0.054 0.066
H -0.036 0.024 0.042
H 0.009 -0.113 0.201
H 0.054 -0.195 -0.057

Partial charges, Löwdin, in e:
1. C -0.185
2. C -0.449
3. P 0.902
4. C -0.335
5. B -0.799
6. C -0.225
7. C -0.228
8. C -0.219
9. C -0.285
10. S 0.335
11. O -0.335
12. O -0.333
13. Cl 0.333
14. S 0.614
15. C -0.160
16. O -0.392
17. O -0.413
18. H 0.066
19. H 0.060
20. H 0.043
21. H 0.051
22. H 0.045
23. H 0.015
24. H 0.022
25. H 0.015
26. H 0.063
27. H 0.077
28. H 0.084
29. H 0.098
30. H 0.090
31. H 0.097
32. H 0.114
33. H 0.098
34. H 0.072
35. H 0.045
36. H 0.059
37. H 0.049
38. O -0.288
39. P 0.647
40. N -0.298
41. C -0.129
42. C -0.144
43. N -0.308
44. C -0.142
45. C -0.134
46. N -0.312
47. C -0.132
48. C -0.115
49. H 0.076
50. H 0.077
51. H 0.047
52. H 0.062
53. H 0.070
54. H 0.074
55. H 0.092
56. H 0.080
57. H 0.057
58. H 0.044
59. H 0.082
60. H 0.080
61. H 0.073
62. H 0.074
63. H 0.077
64. H 0.076
65. H 0.080
66. H 0.074
67. O -0.279
68. P 0.657
69. N -0.290
70. C -0.127
71. C -0.113
72. N -0.319
73. C -0.155
74. C -0.154
75. N -0.311
76. C -0.121
77. C -0.120
78. H 0.078
79. H 0.083
80. H 0.042
81. H 0.072
82. H 0.052
83. H 0.069
84. H 0.091
85. H 0.077
86. H 0.056
87. H 0.082
88. H 0.069
89. H 0.075
90. H 0.077
91. H 0.075
92. H 0.081
93. H 0.077
94. H 0.074
95. H 0.075